{"formula": "C12H36N6O2P2Rb", "method": "ωB97M-V/def2-TZVPD", "symbols": ["Rb", "O", "P", "N", "C", "C", "N", "C", "C", "N", "C", "C", "H", "H", "H", "H", "H", "H", "H", "H", "H", "H", "H", "H", "H", "H", "H", "H", "H", "H", "O", "P", "N", "C", "C", "N", "C", "C", "N", "C", "C", "H", "H", "H", "H", "H", "H", "H", "H", "H", "H", "H", "H", "H", "H", "H", "H", "H", "H"], "positions_angstrom": [[-2.43, 1.29, -0.96], [-1.34, 0.65, 1.68], [-0.98, 1.10, 3.05], [0.35, 2.13, 3.19], [1.70, 1.60, 3.13], [0.21, 3.38, 2.41], [-0.49, -0.21, 3.99], [-0.28, -1.53, 3.41], [-0.50, -0.11, 5.43], [-2.22, 1.90, 3.85], [-2.09, 3.17, 4.55], [-3.49, 1.19, 3.83], [1.72, 0.75, 2.43], [1.95, 1.06, 4.06], [2.49, 2.28, 2.88], [0.94, 3.43, 1.60], [0.54, 4.21, 3.05], [-0.79, 3.61, 2.04], [0.77, -1.62, 3.09], [-0.51, -2.33, 4.11], [-0.80, -1.66, 2.46], [-0.89, 0.85, 5.76], [-1.18, -0.86, 5.85], [0.42, -0.41, 5.94], [-2.98, 3.33, 5.17], [-1.17, 3.25, 5.13], [-2.12, 3.97, 3.81], [-3.34, 0.15, 3.54], [-4.15, 1.41, 2.97], [-3.96, 1.30, 4.80], [-0.61, 0.03, -2.89], [0.42, -0.87, -3.48], [1.87, -0.07, -3.70], [2.00, 1.31, -3.20], [3.08, -0.78, -4.03], [0.03, -1.46, -5.00], [-0.75, -2.69, -5.15], [-0.33, -0.37, -5.90], [0.70, -2.13, -2.43], [0.20, -2.11, -1.06], [1.30, -3.42, -2.85], [1.58, 1.42, -2.20], [1.65, 2.01, -3.95], [3.06, 1.56, -3.08], [2.84, -1.58, -4.74], [3.61, -1.16, -3.15], [3.78, -0.18, -4.62], [-0.21, -3.55, -4.78], [-1.69, -2.61, -4.59], [-1.06, -2.84, -6.18], [-1.27, 0.07, -5.56], [0.43, 0.41, -5.93], [-0.42, -0.68, -6.94], [-0.89, -2.06, -1.05], [0.50, -3.04, -0.58], [0.61, -1.29, -0.47], [1.60, -3.43, -3.89], [0.53, -4.19, -2.72], [2.10, -3.59, -2.13]], "lowdin_charge": [0.888, -0.415, 0.535, -0.288, -0.103, -0.117, -0.304, -0.097, -0.104, -0.308, -0.096, -0.103, 0.079, 0.080, 0.089, 0.081, 0.090, 0.068, 0.079, 0.087, 0.067, 0.071, 0.086, 0.087, 0.088, 0.082, 0.072, 0.078, 0.080, 0.091, -0.410, 0.521, -0.310, -0.094, -0.119, -0.295, -0.089, -0.111, -0.290, -0.099, -0.094, 0.070, 0.081, 0.083, 0.075, 0.087, 0.088, 0.052, 0.090, 0.089, 0.082, 0.079, 0.089, 0.078, 0.085, 0.081, 0.065, 0.086, 0.087], "de_lowest_ev": 0.000, "e_homo_ev": -10.867, "homo_lumo_gap_ev": 8.1, "total_energy_ha": -1664.56175, "total_charge": 1}

=====

{"formula": "C13H26NO3P2Ti", "method": "ωB97M-V/def2-TZVPD", "symbols": ["Ti", "P", "C", "C", "N", "C", "C", "C", "C", "C", "P", "H", "H", "H", "H", "H", "H", "H", "H", "O", "H", "H", "O", "H", "C", "H", "H", "H", "C", "H", "H", "H", "C", "H", "H", "H", "C", "H", "H", "H", "C", "C", "O", "H", "H", "H"], "positions_angstrom": [[0.07, -0.09, -0.49], [-2.30, 0.40, -0.82], [-2.24, 1.17, -2.48], [-0.84, 1.47, -3.00], [0.25, 1.10, -2.30], [1.49, 1.42, -2.75], [1.65, 2.15, -3.92], [0.54, 2.51, -4.67], [-0.72, 2.15, -4.20], [2.72, 1.02, -1.96], [2.46, -0.41, -0.82], [-1.63, 2.40, -4.73], [2.66, 2.41, -4.21], [0.65, 3.05, -5.60], [3.52, 0.73, -2.65], [3.08, 1.86, -1.36], [-2.74, 0.56, -3.12], [-2.80, 2.12, -2.40], [-1.24, -3.94, -4.03], [-1.93, -4.14, -4.61], [-2.03, -3.34, -5.16], [-0.15, -0.81, 2.71], [-0.16, -1.38, 1.17], [-0.26, -2.33, 1.02], [3.13, -1.81, -1.75], [4.15, -1.59, -2.11], [3.15, -2.68, -1.09], [2.48, -2.03, -2.61], [3.65, -0.14, 0.52], [3.55, -0.97, 1.23], [4.67, -0.10, 0.14], [3.41, 0.80, 1.04], [-3.10, 1.67, 0.20], [-4.17, 1.73, -0.04], [-2.97, 1.41, 1.25], [-2.63, 2.64, 0.02], [-3.54, -0.92, -0.95], [-3.65, -1.37, 0.04], [-4.50, -0.52, -1.29], [-3.18, -1.69, -1.64], [-0.30, 1.23, 3.69], [-0.06, 0.36, 2.51], [0.14, 0.88, 1.38], [0.32, 0.89, 4.52], [-1.34, 1.14, 4.01], [-0.07, 2.26, 3.44]], "lowdin_charge": [0.920, 0.834, -0.246, -0.277, -0.019, -0.290, 0.015, 0.025, 0.015, -0.257, 0.816, 0.141, 0.137, 0.136, 0.110, 0.120, 0.067, 0.123, -0.024, -0.023, 0.048, 0.169, -0.421, 0.035, -0.229, 0.072, 0.066, 0.057, -0.221, 0.067, 0.075, 0.060, -0.218, 0.074, 0.053, 0.067, -0.223, 0.067, 0.075, 0.059, -0.008, -0.212, -0.150, 0.108, 0.113, 0.095], "de_lowest_ev": 1.461, "e_homo_ev": [-15.874, -15.974], "homo_lumo_gap_ev": [8.6, 9.0], "total_energy_ha": -2323.08608, "total_charge": 2, "multiplicity": 2}

=====

{"formula": "C10H22ClIMoO3P", "method": "ωB97M-V/def2-TZVPD", "symbols": ["C", "C", "H", "H", "H", "O", "I", "Mo", "P", "C", "C", "H", "H", "H", "C", "H", "H", "H", "H", "H", "H", "C", "O", "Cl", "C", "C", "O", "C", "C", "H", "H", "H", "H", "H", "H", "H", "H", "H", "H"], "positions_angstrom": [[1.69, 5.07, -5.02], [1.16, 4.88, -3.62], [1.72, 6.15, -5.26], [1.03, 4.56, -5.75], [2.70, 4.65, -5.10], [0.75, 5.70, -2.84], [1.12, 2.73, -2.77], [0.24, 0.64, -0.75], [-1.94, 0.06, -1.11], [-3.33, 0.27, 0.07], [-2.28, 1.22, -2.49], [-1.29, -1.91, -2.29], [-3.09, -1.78, -2.21], [-2.13, -2.31, -0.78], [-2.15, -1.66, -1.67], [-1.48, 1.13, -3.25], [-3.26, 0.97, -2.92], [-4.30, 0.13, -0.43], [-3.26, 1.27, 0.52], [-2.28, 2.25, -2.09], [-3.20, -0.48, 0.87], [-0.39, 0.87, 1.05], [-0.68, 0.91, 2.20], [1.10, -0.67, -2.51], [-1.08, -4.32, 1.57], [-0.77, -2.83, 1.64], [-0.16, -2.31, 0.47], [1.28, -2.21, 0.45], [1.84, -0.83, 0.76], [-1.62, -4.62, 0.66], [-1.69, -4.62, 2.43], [-0.13, -4.88, 1.65], [-1.69, -2.25, 1.78], [-0.09, -2.66, 2.50], [1.68, -2.94, 1.16], [1.59, -2.50, -0.56], [1.57, -0.54, 1.78], [2.91, -1.07, 0.79], [1.84, 0.03, 0.02]], "lowdin_charge": [-0.003, -0.559, 0.137, 0.119, 0.116, 0.143, 0.914, 0.935, 0.738, -0.170, -0.217, 0.027, 0.098, 0.054, -0.178, 0.011, 0.106, 0.102, 0.074, 0.066, 0.067, -0.234, 0.232, 0.183, -0.032, -0.256, -0.230, -0.229, -0.087, 0.091, 0.107, 0.095, 0.112, 0.135, 0.159, 0.102, 0.108, 0.153, 0.008], "de_lowest_ev": 2.254, "e_homo_ev": [-19.569, -19.508], "homo_lumo_gap_ev": [4.9, 5.1], "total_energy_ha": -1786.10561, "total_charge": 3, "multiplicity": 3}

=====

{"formula": "C2H2O2S2", "method": "ωB97M-V/def2-TZVPD", "symbols": ["O", "C", "S", "C", "O", "S", "H", "H"], "positions_angstrom": [[1.03, -1.46, -0.22], [0.58, -0.16, 0.19], [1.30, 0.23, 1.68], [-0.66, 0.26, -0.43], [-1.22, 1.13, 0.52], [-1.27, -0.09, -1.83], [1.98, -1.61, 0.32], [-0.59, 1.41, 1.16]], "lowdin_charge": [-0.133, -0.707, 0.738, -0.891, -0.044, 0.883, 0.163, -0.008], "de_lowest_ev": 1.913, "e_homo_ev": -9.582, "homo_lumo_gap_ev": 7.4, "total_energy_ha": -1024.19232, "smiles": "OC(=S)C(O)=S"}

=====

{"formula": "C4H4FP", "method": "ωB97M-V/def2-TZVPD", "symbols": ["C", "C", "C", "C", "F", "P", "H", "H", "H", "H"], "positions_angstrom": [[-0.55, 1.17, 0.20], [1.32, 0.91, -0.16], [-0.35, -1.14, -0.10], [-1.15, -0.03, -0.04], [-2.46, -0.14, -0.01], [1.26, -0.80, 0.24], [-0.97, 2.07, 0.02], [1.71, 1.76, 0.42], [-0.76, -2.22, -0.08], [1.96, -1.58, -0.49]], "lowdin_charge": [0.044, -0.201, -0.317, -0.519, 0.077, 0.866, 0.035, -0.008, 0.110, -0.087], "de_lowest_ev": 4.818, "e_homo_ev": [-8.387, -8.386], "homo_lumo_gap_ev": [7.6, 7.6], "total_energy_ha": -595.84199}